Entry 1:
Formula: C22H25MgN3
Source: OMol25
Level of theory: ωB97M-V/def2-TZVPD

**Highest occupied orbital energy (alpha / beta)**: -6.61 / -5.00 eV
**Energy**: -33134.915 eV
**LUMO (alpha / beta)**: 0.09 / 0.07 eV

Last column: Löwdin charge in e.
Cartesian coordinates (Å):
Mg: 0.34752 -0.26468 0.68817  0.68
C: 2.85537 -2.68991 1.34530  -0.02
C: 1.83464 -3.16324 0.35379  -0.31
C: 2.10160 -4.24133 -0.48485  -0.02
C: 1.14980 -4.62230 -1.41051  -0.04
C: -0.04954 -3.93018 -1.47280  0.00
C: -0.25343 -2.87130 -0.60302  -0.18
N: 0.68366 -2.49698 0.29145  0.10
C: -1.51505 -2.05765 -0.61065  -0.24
C: -2.58883 -2.28322 -1.43893  -0.02
C: -3.68998 -1.39442 -1.28245  -0.07
C: -3.65401 -0.36232 -0.38882  -0.01
C: -2.48294 -0.15994 0.40149  -0.22
N: -1.47633 -1.06496 0.27150  0.04
C: -2.21315 0.91363 1.29631  -0.22
C: -3.16881 1.89322 1.65557  -0.03
C: -2.84469 2.86102 2.56139  -0.08
C: -1.55488 2.88173 3.13024  -0.06
C: -0.64513 1.92757 2.72927  -0.35
C: 0.76362 1.95008 3.25752  -0.03
N: -0.93435 0.96538 1.84164  0.05
H: 3.24410 -3.52051 1.93513  0.09
H: 2.42172 -1.96364 2.03173  0.07
H: 3.69684 -2.21934 0.83439  0.09
H: 3.04877 -4.75724 -0.40498  0.12
H: 1.33532 -5.45029 -2.08221  0.11
H: -0.81002 -4.20534 -2.18701  0.11
H: -2.61931 -3.07774 -2.16605  0.09
H: -4.56869 -1.53662 -1.89869  0.10
H: -4.49359 0.31298 -0.30178  0.10
H: -4.15636 1.85644 1.21782  0.10
H: -3.57583 3.60700 2.84497  0.10
H: -1.26958 3.63058 3.85484  0.10
H: 0.77500 2.03347 4.34468  0.08
H: 1.31682 2.79825 2.85127  0.08
H: 1.30454 1.04096 2.98885  0.06
C: 2.02592 2.91212 -0.78317  -0.07
C: 1.42334 1.74287 -1.58321  -0.74
C: 2.10070 1.67886 -2.95480  -0.08
C: -0.07552 2.00744 -1.77063  -0.08
C: 1.62677 0.46714 -0.80052  -0.07
H: 1.89937 3.85900 -1.31788  0.08
H: 3.09313 2.75722 -0.61165  0.08
H: 1.53640 3.00428 0.18942  0.06
H: 1.92082 2.59104 -3.53062  0.08
H: 1.71973 0.83394 -3.53246  0.08
H: 3.18012 1.55121 -2.84775  0.08
H: -0.25659 2.93594 -2.31954  0.08
H: -0.57949 2.09157 -0.80243  0.07
H: -0.54584 1.18731 -2.31883  0.08
H: 2.61632 0.04085 -1.01047  0.00

Atoms 1-2, force components in eV/Å:
-0.008 -0.194 -0.107
0.045 0.011 0.050

Entry 2:
Formula: C4H8O4
Source: OMol25
Level of theory: ωB97M-V/def2-TZVPD

**Highest occupied orbital energy**: -9.95 eV
**SMILES string**: COC(OC)C(=O)O
**Energy**: -12463.844 eV
**LUMO**: 0.75 eV

Last column: Löwdin charge in e.
Cartesian coordinates (Å):
C: -0.42476 -1.86301 -0.07918  -0.10
O: 0.26422 -1.16851 -1.09108  -0.06
C: 0.19291 0.14714 -0.77740  -0.36
O: -1.16337 0.52476 -0.88276  -0.18
C: -1.20829 1.93992 -0.75494  -0.09
C: 0.64782 0.19879 0.75726  -0.39
O: 0.04742 0.81089 1.62121  0.10
O: 1.76847 -0.57516 1.12638  0.06
H: 0.25764 -1.81059 1.00318  0.17
H: -1.51307 -1.67073 -0.03603  0.11
H: -0.40837 -2.97891 -0.14127  0.10
H: 0.64581 0.81001 -1.52335  0.15
H: -1.26753 2.09178 0.53993  0.17
H: -0.16560 2.24551 -1.32263  0.12
H: -2.10487 2.11098 -1.48880  0.12
H: 1.97600 -0.07094 1.90458  0.10

Atoms 1-2, force components in eV/Å:
0.952 -2.859 3.290
0.196 -1.296 -0.383

Entry 3:
Formula: C3H5N3
Source: OMol25
Level of theory: ωB97M-V/def2-TZVPD

**Highest occupied orbital energy (alpha / beta)**: -20.40 / -21.08 eV
**Total charge**: +2
**Energy**: -7636.184 eV
**LUMO (alpha / beta)**: -13.71 / -12.88 eV

Last column: Löwdin charge in e.
Cartesian coordinates (Å):
C: -0.28244 -0.75545 -1.33711  0.27
C: 0.30993 1.09426 -0.11839  0.11
C: -0.22245 -0.98656 0.99796  0.39
N: 0.07497 0.78032 -2.33129  0.32
N: 0.36653 1.53426 -1.36508  0.05
N: -0.06974 -0.26395 -0.10484  -0.08
H: -0.59431 -1.68279 -1.79516  0.16
H: 0.52403 1.68111 0.76954  0.19
H: -0.12665 -0.54554 1.99877  0.17
H: -0.45564 -2.05938 0.94039  0.17
H: 0.64218 2.51339 -1.60160  0.25

Atoms 1-2, force components in eV/Å:
1.177 5.055 -4.164
0.189 0.620 0.671

Entry 4:
Formula: C27H25CdN3O5P
Source: OMol25
Level of theory: ωB97M-V/def2-TZVPD

**Highest occupied orbital energy (alpha / beta)**: -2.61 / -1.25 eV
**Total charge**: -1
**Energy**: -56962.581 eV
**LUMO (alpha / beta)**: 1.90 / 1.90 eV

Last column: Löwdin charge in e.
Cartesian coordinates (Å):
Cd: -0.05347 0.58677 0.46367  1.28
N: 0.79332 -2.25749 -1.73068  -0.14
P: -0.67039 -2.13828 -0.73484  0.93
C: -1.34195 -3.73788 -1.50690  -0.37
C: -1.96236 -4.63159 -0.64215  -0.13
C: -2.56592 -5.79255 -1.11996  -0.10
C: -2.54569 -6.07557 -2.47785  -0.11
C: -1.92731 -5.19101 -3.35561  -0.10
C: -1.33676 -4.03050 -2.87270  -0.11
C: -1.72446 -1.00993 -1.73817  -0.45
C: -3.06349 -0.89296 -1.35686  -0.13
C: -3.91993 -0.03691 -2.02969  -0.10
C: -3.45237 0.71547 -3.10129  -0.11
C: -2.12491 0.59507 -3.49671  -0.09
C: -1.26673 -0.27000 -2.82726  -0.12
C: 1.93000 -1.47354 -1.65229  -0.41
C: 3.17961 -2.00556 -2.02059  -0.03
C: 4.29625 -1.20474 -1.94192  -0.10
C: 4.16324 0.11245 -1.50985  -0.10
C: 2.89524 0.55681 -1.19736  -0.16
N: 1.80001 -0.20621 -1.27301  0.03
H: 1.01043 -3.22173 -1.93262  0.07
H: -1.96653 -4.40825 0.42232  0.09
H: -3.04814 -6.47659 -0.43020  0.09
H: -3.01288 -6.97919 -2.85450  0.09
H: -1.91952 -5.40266 -4.41933  0.09
H: -0.88892 -3.32675 -3.56839  0.10
H: -3.42458 -1.46106 -0.50485  0.10
H: -4.95200 0.06145 -1.71064  0.10
H: -4.11857 1.39598 -3.62088  0.10
H: -1.75369 1.18730 -4.32697  0.10
H: -0.22989 -0.34427 -3.13044  0.09
H: 3.24588 -3.03402 -2.35788  0.10
H: 5.26621 -1.60262 -2.21725  0.10
H: 5.01675 0.77267 -1.42411  0.09
H: 2.72176 1.58026 -0.87745  0.10
O: -0.03526 2.78560 -0.58603  -0.12
C: -1.29517 2.77067 -0.62385  -0.68
O: -2.01827 1.88582 -0.12089  -0.10
C: -1.98789 3.89594 -1.36509  -0.11
C: -1.24988 4.90394 -1.96587  -0.01
C: -1.88493 5.92578 -2.66274  -0.06
C: -3.26430 5.94602 -2.76470  -0.02
C: -3.98440 4.92703 -2.16607  -0.14
C: -3.36980 3.90409 -1.46786  0.06
N: -5.45389 4.93655 -2.28833  -0.36
O: -6.07015 4.00689 -1.82281  0.08
O: -5.97097 5.90560 -2.80673  0.06
H: -0.17270 4.86754 -1.87589  0.11
H: -1.30267 6.70813 -3.13166  0.10
H: -3.78590 6.72628 -3.29910  0.11
H: -3.94912 3.10995 -1.01722  0.13
C: -1.94897 0.05566 3.09910  -0.18
O: -0.73431 -0.65467 3.14077  -0.30
C: 0.34355 0.04201 2.57682  -0.43
C: 1.54168 -0.84550 2.78938  -0.24
H: -2.71436 -0.57155 3.56030  0.07
H: -2.24232 0.28292 2.06684  0.04
H: -1.86932 1.00265 3.64120  0.07
H: 1.74002 -0.94344 3.86672  0.05
H: 2.42778 -0.41864 2.31390  0.04
H: 1.39318 -1.86981 2.40111  0.05

Atoms 1-2, force components in eV/Å:
-0.036 -0.127 0.227
0.289 0.280 0.166

Entry 5:
Formula: C5H5PS
Source: OMol25
Level of theory: ωB97M-V/def2-TZVPD

**Highest occupied orbital energy**: -8.56 eV
**SMILES string**: C=Pc1ccsc1
**Energy**: -25387.827 eV
**LUMO**: 0.01 eV

Last column: Löwdin charge in e.
Cartesian coordinates (Å):
C: -2.57692 0.02885 0.51354  -0.35
P: -1.50989 -1.19926 0.07171  0.90
C: 0.12078 -0.51375 -0.17116  -0.59
C: 0.55171 0.76627 -0.58749  -0.20
C: 1.93631 0.89011 -0.60178  -0.39
S: 2.73516 -0.55159 -0.01876  0.98
C: 1.26015 -1.30944 0.30640  -0.45
H: -3.48655 -0.24129 0.90816  -0.07
H: -2.45885 1.16673 0.41895  0.03
H: -0.25311 1.46987 -0.81366  0.10
H: 2.62368 1.71316 -0.71453  0.05
H: 1.05752 -2.21965 0.68861  0.00

Atoms 1-2, force components in eV/Å:
3.024 1.836 -1.414
-1.171 0.276 0.981

Entry 6:
Formula: C49H129N11O11
Source: OMol25
Level of theory: ωB97M-V/def2-TZVPD

**Highest occupied orbital energy**: -8.67 eV
**SMILES string**: CC1(C)CCCC(C)(C)N1O.COC[C@H](C)N.COC[C@H](C)N.COC[C@H](C)N.COC[C@H](C)N.COC[C@H](C)N.COC[C@H](C)N.COC[C@H](C)N.COC[C@H](C)N.COC[C@H](C)N.COC[C@H](C)N
**Energy**: -91813.628 eV
**LUMO**: 0.38 eV

Last column: Löwdin charge in e.
Cartesian coordinates (Å):
C: 3.13425 8.78731 -1.22539  -0.04
C: 2.74204 7.44107 -1.82688  -0.52
C: 4.03453 6.75356 -2.30237  -0.03
C: 2.09004 6.61338 -0.72210  -0.14
C: 1.34103 5.39365 -1.23264  -0.17
C: 0.37827 5.83248 -2.32647  -0.13
C: 1.06916 6.53501 -3.48281  -0.51
C: 1.90908 5.57925 -4.33256  -0.02
C: -0.04867 7.10245 -4.37339  -0.03
N: 1.76858 7.68746 -2.89742  -0.08
O: 2.37347 8.45318 -3.92781  -0.03
H: 2.24018 9.30305 -0.86386  0.09
H: 3.89830 8.69254 -0.45857  0.08
H: 3.52484 9.44935 -2.00350  0.08
H: 4.83325 6.92659 -1.57801  0.08
H: 3.95549 5.66930 -2.39745  0.07
H: 4.35300 7.13101 -3.27401  0.08
H: 2.84817 6.39056 0.03730  0.12
H: 1.39929 7.26210 -0.16236  0.12
H: 2.09130 4.69360 -1.62371  0.09
H: 0.82250 4.86578 -0.43255  0.08
H: -0.37195 6.49336 -1.89549  0.10
H: -0.13295 4.93391 -2.68462  0.11
H: 2.49843 4.90736 -3.71326  0.06
H: 2.63252 6.18178 -4.89551  0.09
H: 1.35496 5.04472 -5.10051  0.08
H: -0.74717 7.69623 -3.78474  0.08
H: -0.56359 6.29963 -4.90609  0.08
H: 0.35974 7.71909 -5.17785  0.08
H: 1.98658 9.32772 -3.82647  0.11
C: 2.31487 -1.96735 3.89870  -0.09
O: 3.13549 -2.87371 4.59373  -0.22
C: 2.82367 -4.21833 4.29615  -0.23
C: 3.72526 -5.12838 5.05702  -0.46
C: 3.32732 -6.58404 4.84000  -0.06
N: 3.63628 -4.80210 6.49381  0.05
H: 1.26289 -2.22850 4.05314  0.08
H: 2.51007 -1.92594 2.81623  0.08
H: 2.47487 -0.96195 4.28256  0.08
H: 1.77891 -4.41136 4.57823  0.13
H: 2.92121 -4.40956 3.21536  0.13
H: 4.76855 -5.05351 4.72484  0.12
H: 3.21446 -6.76590 3.76603  0.08
H: 2.38564 -6.83280 5.32763  0.08
H: 4.12385 -7.23683 5.19519  0.08
H: 4.33407 -5.34012 7.00151  0.07
H: 3.97612 -3.84697 6.59805  0.07
C: -1.94284 6.71605 0.50635  -0.12
O: -1.67380 5.39638 0.12991  -0.21
C: -2.17085 4.45450 1.07711  -0.19
C: -1.82429 3.07425 0.58907  -0.44
C: -2.70107 2.62156 -0.56227  -0.06
N: -1.76593 2.04239 1.63994  0.07
H: -1.62685 7.35473 -0.31481  0.08
H: -1.41579 7.01404 1.42681  0.09
H: -3.00655 6.88201 0.72900  0.09
H: -1.63579 4.67997 2.01178  0.13
H: -3.25596 4.55971 1.20174  0.13
H: -0.80453 3.14852 0.16257  0.11
H: -3.74276 2.51152 -0.24124  0.09
H: -2.36700 1.63620 -0.89458  0.03
H: -2.65586 3.28923 -1.42348  0.08
H: -1.18180 2.46665 2.37119  0.02
H: -1.15988 1.27816 1.33248  0.03
C: -6.31061 -0.24452 -4.12514  -0.09
O: -5.10093 -0.58760 -3.47357  -0.21
C: -5.15734 -0.41446 -2.07398  -0.22
C: -4.02829 -1.15130 -1.40049  -0.42
C: -4.31764 -2.64593 -1.23206  -0.05
N: -3.74769 -0.65049 -0.02372  0.06
H: -6.14287 -0.46324 -5.17725  0.09
H: -6.52114 0.82466 -4.00352  0.09
H: -7.15093 -0.82001 -3.72899  0.09
H: -5.14729 0.66156 -1.82590  0.12
H: -6.10663 -0.77966 -1.64161  0.13
H: -3.11050 -1.15849 -1.99865  0.11
H: -5.23629 -2.75346 -0.64081  0.08
H: -3.51485 -3.10954 -0.66195  0.06
H: -4.42923 -3.14297 -2.19397  0.07
H: -3.52846 0.33827 -0.09282  0.03
H: -4.66833 -0.72696 0.40807  0.08
C: 5.67825 -1.82448 -0.73952  -0.12
O: 6.45898 -2.11110 0.38566  -0.17
C: 5.73975 -2.09734 1.58580  -0.24
C: 6.53615 -2.82622 2.65471  -0.44
C: 6.54872 -4.30552 2.39601  -0.06
N: 6.07964 -2.55169 4.00742  0.06
H: 5.26604 -0.80474 -0.71492  0.08
H: 4.78151 -2.45917 -0.79659  0.09
H: 6.27432 -1.92834 -1.64149  0.09
H: 5.54271 -1.04542 1.87978  0.13
H: 4.70445 -2.48861 1.52626  0.12
H: 7.53423 -2.39025 2.55032  0.14
H: 7.07394 -4.54285 1.46917  0.08
H: 5.57552 -4.79511 2.42471  0.07
H: 7.16716 -4.76936 3.17298  0.08
H: 6.26956 -1.62040 4.34978  0.07
H: 5.07983 -2.72459 4.13842  0.04
C: 1.85362 1.54996 -0.82795  -0.11
O: 1.51618 0.45314 -1.62658  -0.19
C: 0.23509 -0.07586 -1.29609  -0.19
C: 0.33535 -1.17333 -0.23794  -0.40
C: 0.24074 -2.54809 -0.86113  -0.05
N: -0.72568 -0.94679 0.76585  0.06
H: 1.05722 2.31222 -0.84639  0.07
H: 2.76172 2.03054 -1.18406  0.09
H: 1.96690 1.25415 0.22737  0.09
H: -0.37633 0.75272 -0.92064  0.09
H: -0.20439 -0.48921 -2.20589  0.11
H: 1.28920 -1.08008 0.28686  0.13
H: 0.53733 -3.34932 -0.17835  0.07
H: 0.88286 -2.61636 -1.74736  0.08
H: -0.78278 -2.76947 -1.18309  0.08
H: -0.70871 -1.75345 1.38859  0.06
H: -1.65731 -1.02402 0.34748  0.04
C: 2.12569 2.22111 -5.30139  -0.10
O: 0.71390 2.25810 -5.40321  -0.19
C: 0.06854 1.47077 -4.42395  -0.21
C: -1.41813 1.55595 -4.69256  -0.40
C: -1.93951 2.98235 -4.57863  -0.04
N: -2.10160 0.66290 -3.72415  0.06
H: 2.40892 2.57063 -4.30506  0.08
H: 2.50214 2.86682 -6.09227  0.09
H: 2.51594 1.21892 -5.51602  0.09
H: 0.40464 0.42612 -4.48381  0.13
H: 0.31349 1.86408 -3.42236  0.12
H: -1.55874 1.16608 -5.70370  0.14
H: -1.60086 3.59499 -5.41749  0.08
H: -1.52802 3.48384 -3.69767  0.06
H: -3.02712 2.97118 -4.51408  0.08
H: -1.93403 1.01665 -2.78640  0.04
H: -3.10038 0.80684 -3.86813  0.06
C: -2.41451 -5.50861 -1.75070  -0.10
O: -2.71439 -5.49731 -0.37558  -0.19
C: -1.68233 -5.91822 0.46059  -0.22
C: -2.14222 -5.73140 1.90011  -0.44
C: -1.07275 -6.21259 2.86013  -0.06
N: -3.40747 -6.43201 2.18678  0.05
H: -2.63380 -6.49271 -2.19977  0.10
H: -1.38061 -5.25660 -1.98113  0.07
H: -3.10986 -4.85791 -2.27127  0.05
H: -1.46197 -6.98786 0.30913  0.13
H: -0.76142 -5.33866 0.29459  0.12
H: -2.28439 -4.66571 2.10261  0.11
H: -0.46147 -7.04633 2.51616  0.08
H: -1.52913 -6.46364 3.82125  0.08
H: -0.41602 -5.38308 3.13590  0.06
H: -3.21726 -7.42921 2.04777  0.08
H: -4.02851 -6.27989 1.38846  0.07
C: 2.31872 0.89885 6.85247  -0.11
O: 1.78414 0.99846 5.55974  -0.21
C: 2.27549 2.08665 4.81461  -0.23
C: 1.32863 2.46028 3.69330  -0.42
C: 1.83304 3.72478 2.99331  -0.06
N: -0.02637 2.75835 4.19326  0.05
H: 2.36494 1.85117 7.39748  0.09
H: 3.36340 0.54775 6.81287  0.09
H: 1.75841 0.18731 7.45341  0.09
H: 2.40245 2.97516 5.45764  0.13
H: 3.30231 1.90770 4.44786  0.13
H: 1.25831 1.69039 2.91758  0.13
H: 2.81169 3.54279 2.54160  0.08
H: 1.85603 4.59568 3.64928  0.08
H: 1.16652 3.96912 2.16097  0.07
H: -0.03492 3.64735 4.68529  0.08
H: -0.27065 2.07479 4.90638  0.07
C: -1.62781 -0.74752 4.17144  -0.10
O: -2.93612 -1.20026 4.48218  -0.17
C: -3.48808 -2.03527 3.47577  -0.22
C: -4.67350 -2.77828 4.05235  -0.42
C: -4.24410 -3.71453 5.17274  -0.06
N: -5.33915 -3.60795 3.00760  0.05
H: -1.00077 -0.71898 5.06376  0.08
H: -1.74713 0.25095 3.73381  0.07
H: -1.08910 -1.33575 3.42688  0.05
H: -3.68651 -1.50020 2.53794  0.11
H: -2.71550 -2.78131 3.20352  0.11
H: -5.41050 -2.05311 4.40253  0.14
H: -5.15276 -4.20799 5.52521  0.08
H: -3.81715 -3.17889 6.01733  0.08
H: -3.55978 -4.47598 4.79581  0.07
H: -4.62152 -4.20726 2.59614  0.04
H: -5.57992 -2.97496 2.24489  0.05
C: 0.46012 -4.80911 -4.20497  -0.12
O: -0.83532 -4.30952 -4.21570  -0.22
C: -1.03138 -3.16743 -5.01593  -0.19
C: -2.48047 -2.75926 -4.85949  -0.44
C: -3.45424 -3.88867 -5.11950  -0.05
N: -2.82322 -1.62456 -5.73056  0.06
H: 0.92885 -4.74850 -5.19438  0.09
H: 0.46389 -5.84569 -3.86522  0.09
H: 1.11792 -4.27497 -3.49828  0.08
H: -0.33928 -2.37617 -4.69893  0.12
H: -0.89121 -3.38364 -6.08867  0.14
H: -2.62029 -2.43026 -3.81352  0.12
H: -3.24428 -4.73595 -4.46628  0.06
H: -3.39890 -4.21387 -6.16180  0.09
H: -4.49123 -3.60746 -4.92033  0.08
H: -2.36134 -0.80213 -5.34461  0.02
H: -3.79843 -1.43012 -5.51436  0.05

Atoms 1-2, force components in eV/Å:
-0.368 0.664 -0.703
0.815 -0.171 0.119

Q: Number 2 is which compound?
A: C4H8O4